Entry 1:
Density functional theory data (ωB97M-V/def2-TZVPD) for the molecule C3H6OS2.

Computed properties:
Frontier orbital gap   9.392 eV
E_LUMO   0.7 eV
Relative energy (zero: lowest compared OMol25 entry of this formula, charge and spin)   2.2670 eV

```
12
C3H6OS2 (ωB97M-V/def2-TZVPD)
C -1.21 0.79 0.26
C 0.15 -1.66 0.43
C 1.00 0.89 -0.54
H -1.65 0.92 1.25
H -1.74 1.45 -0.48
H 0.33 -2.72 -0.33
H -0.03 -1.92 1.57
H 0.69 0.90 -1.63
H 1.95 1.51 -0.54
O 0.11 1.37 0.42
S -1.23 -0.89 -0.40
S 1.64 -0.64 0.00
```

Entry 2:
Density functional theory data (ωB97M-V/def2-TZVPD) for the molecule C19H24N2O4S.

Computed properties:
Frontier orbital gap   9.137 eV
E_LUMO   0.1 eV
Relative energy (zero: lowest compared OMol25 entry of this formula, charge and spin)   1.7848 eV

```
50
C19H24N2O4S (ωB97M-V/def2-TZVPD)
O 1.00 2.67 1.94
C 0.87 1.55 1.48
N 1.85 0.92 0.81
H 1.68 0.01 0.40
C 3.17 1.49 0.59
C 4.19 0.69 1.41
C 5.65 0.93 1.02
C 6.14 -0.01 -0.07
C 5.59 0.29 -1.46
C 4.06 0.32 -1.55
H 3.65 -0.58 -1.09
C 3.46 1.58 -0.91
H 4.14 2.41 -1.09
H 2.52 1.82 -1.41
H 3.78 0.30 -2.60
H 5.98 1.25 -1.81
H 5.96 -0.48 -2.15
H 7.23 0.05 -0.13
H 5.89 -1.04 0.20
H 5.79 1.97 0.72
H 6.27 0.77 1.91
H 4.04 0.95 2.46
H 3.98 -0.38 1.31
H 3.11 2.51 0.99
C -0.41 0.79 1.60
C -0.45 -0.60 1.73
C -1.66 -1.25 1.87
C -2.83 -0.51 1.88
C -2.81 0.87 1.78
C -1.60 1.52 1.64
H -1.54 2.59 1.57
H -3.74 1.41 1.81
S -4.40 -1.34 2.03
O -4.18 -2.75 2.16
O -5.22 -0.67 2.99
N -5.05 -0.98 0.52
H -6.06 -0.96 0.57
C -4.57 -1.85 -0.54
C -5.17 -1.46 -1.85
C -4.68 -0.74 -2.90
C -5.73 -0.67 -3.85
C -6.77 -1.35 -3.30
O -6.45 -1.83 -2.09
H -7.76 -1.56 -3.66
H -5.70 -0.19 -4.80
H -3.70 -0.32 -2.98
H -4.79 -2.90 -0.31
H -3.48 -1.72 -0.58
H -1.73 -2.32 1.98
H 0.47 -1.18 1.76
```

Entry 3:
Density functional theory data (ωB97M-V/def2-TZVPD) for the ion CH6N3O with charge +1.

Computed properties:
Frontier orbital gap   10.993 eV
Charge   +1
E_LUMO   -3.5 eV
Relative energy (zero: lowest compared OMol25 entry of this formula, charge and spin)   0.8989 eV

```
11
CH6N3O (ωB97M-V/def2-TZVPD)
C 0.25 0.24 0.18
N -0.12 1.10 1.10
N 1.45 -0.15 0.02
N -0.88 -0.32 -0.64
O -0.68 -1.49 -1.36
H 0.54 1.67 1.69
H -1.15 1.38 1.10
H 2.13 0.42 0.53
H 1.65 -0.83 -0.78
H -1.75 -0.38 0.06
H -1.45 -1.64 -1.90
```

Entry 4:
Density functional theory data (ωB97M-V/def2-TZVPD) for the molecule C10H12BrO3P.

Computed properties:
Frontier orbital gap   8.734 eV
E_LUMO   -0.1 eV

```
27
C10H12BrO3P (ωB97M-V/def2-TZVPD)
C 0.61 1.17 -0.89
C 1.45 0.14 -1.00
C -1.80 -0.40 1.04
C -0.65 1.78 -1.31
C -2.43 0.84 0.40
C -1.58 0.59 -0.87
C 0.54 0.05 0.18
C -0.87 -0.53 -0.13
C 2.66 -0.56 -1.59
C 0.93 -0.02 1.85
O -1.94 -0.82 2.15
O -3.81 0.95 0.45
O 3.53 -1.07 -0.65
P 1.28 -1.74 2.55
Br -0.94 -2.36 -1.01
H -1.04 2.74 -0.78
H -0.67 1.83 -2.35
H -1.83 1.68 1.00
H -2.23 0.22 -1.66
H 3.00 0.21 -2.26
H 2.26 -1.42 -2.15
H 0.08 0.41 2.31
H 1.67 0.68 1.97
H -4.00 1.65 -0.12
H 4.09 -1.75 -0.99
H 1.72 -2.30 1.40
H -0.01 -1.97 2.46
```

Entry 5:
Density functional theory data (ωB97M-V/def2-TZVPD) for a structure of composition C31H34Cl2CuN6O9.

Computed properties:
Spin multiplicity   2
Frontier orbital gap (alpha / beta)   6.642 / 6.639 eV
E_LUMO (alpha / beta)   -1.5 / -1.5 eV
Relative energy (zero: lowest compared OMol25 entry of this formula, charge and spin)   0.8506 eV

```
83
C31H34Cl2CuN6O9 (ωB97M-V/def2-TZVPD)
Cu -0.49 0.00 0.30
O -3.01 2.05 -0.13
C -3.22 0.97 0.43
O -2.35 0.07 0.70
C -4.62 0.62 0.86
C -5.69 1.20 0.18
C -6.99 0.90 0.55
C -7.19 0.04 1.61
C -6.15 -0.54 2.31
C -4.85 -0.26 1.91
N -8.58 -0.26 2.02
O -8.74 -1.00 2.98
O -9.48 0.24 1.38
H -5.49 1.89 -0.63
H -7.85 1.33 0.04
H -6.36 -1.21 3.13
H -4.01 -0.72 2.41
N 2.22 4.58 -1.14
C 0.86 3.93 -1.32
C 0.78 2.73 -0.40
N -0.32 1.87 -0.72
H 2.34 5.43 -1.69
H 2.96 3.92 -1.41
H 2.38 4.80 -0.16
H 0.78 3.63 -2.37
H 0.11 4.69 -1.10
H 0.70 3.05 0.64
H 1.71 2.15 -0.48
H -0.27 1.47 -1.67
H -1.26 2.25 -0.57
C 1.26 -1.89 -4.90
C -0.23 -1.70 -5.10
C -1.05 -1.85 -3.82
C -2.54 -1.59 -4.13
C -3.50 -1.69 -2.96
C -0.93 -3.28 -3.31
O -0.97 -4.24 -4.05
N -0.83 -3.43 -1.95
C -0.72 -2.40 -1.03
O -0.72 -2.65 0.17
N -0.56 -1.12 -1.48
C -0.63 -0.81 -2.78
O -0.43 0.35 -3.16
H 1.80 -1.75 -5.84
H 1.48 -2.90 -4.55
H 1.66 -1.18 -4.18
H -0.61 -2.43 -5.81
H -0.43 -0.70 -5.50
H -2.82 -2.31 -4.91
H -2.59 -0.60 -4.58
H -3.53 -2.70 -2.54
H -4.51 -1.44 -3.28
H -3.23 -1.01 -2.15
H -0.83 -4.37 -1.59
Cl 4.41 1.28 0.79
C 4.09 1.80 2.42
C 3.51 3.04 2.60
C 3.29 3.55 3.87
C 3.66 2.79 4.96
C 4.21 1.54 4.77
Cl 4.64 0.60 6.18
C 4.43 0.98 3.50
N 5.00 -0.27 3.38
C 4.66 -1.28 2.43
C 5.71 -1.97 1.82
C 5.45 -2.99 0.92
C 4.13 -3.31 0.61
C 3.10 -2.62 1.22
C 3.34 -1.62 2.16
C 2.18 -0.94 2.84
C 1.47 0.08 1.97
O 1.01 1.11 2.44
O 1.32 -0.27 0.72
H 3.25 3.62 1.72
H 2.84 4.52 4.00
H 3.51 3.15 5.97
H 5.45 -0.60 4.21
H 6.72 -1.68 2.06
H 6.27 -3.52 0.46
H 3.92 -4.09 -0.10
H 2.07 -2.87 1.00
H 2.46 -0.45 3.77
H 1.43 -1.70 3.07
```

Entry 6:
Density functional theory data (ωB97M-V/def2-TZVPD) for the molecule C5H8N2.

Computed properties:
Frontier orbital gap   8.924 eV
E_LUMO   1.0 eV
Relative energy (zero: lowest compared OMol25 entry of this formula, charge and spin)   0.3354 eV

```
15
C5H8N2 (ωB97M-V/def2-TZVPD)
C 1.15 1.45 -0.47
N 0.05 0.54 -0.23
C -1.28 0.84 -0.36
C -2.01 -0.26 0.01
C -1.09 -1.26 0.41
C 0.18 -0.74 0.25
N 1.47 -1.29 0.44
H 2.05 0.87 -0.64
H 0.93 2.07 -1.35
H 1.31 2.11 0.39
H -1.59 1.81 -0.72
H -3.09 -0.34 0.01
H -1.32 -2.26 0.77
H 1.73 -1.31 1.42
H 1.52 -2.23 0.08
```

Entry 7:
Density functional theory data (ωB97M-V/def2-TZVPD) for a cluster of 2 separate species, C9H14 in total.

Computed properties:
Frontier orbital gap   9.977 eV
E_LUMO   1.0 eV
Relative energy (zero: lowest compared OMol25 entry of this formula, charge and spin)   0.8118 eV

```
23
C9H14 (ωB97M-V/def2-TZVPD)
C -2.56 1.20 -1.72
C -2.36 1.00 -3.27
H -1.71 1.60 -1.21
H -3.36 1.94 -1.59
H -2.74 0.23 -1.26
H -1.29 1.01 -3.43
H -2.73 -0.01 -3.48
H -2.96 1.63 -3.91
C 0.83 -2.71 1.41
C 0.87 1.36 0.24
C 2.09 0.65 0.31
C -0.28 0.85 0.81
C 2.08 -0.63 0.82
C -0.27 -0.46 1.33
C 0.85 -1.24 1.18
H 0.87 2.28 -0.34
H 2.95 1.29 0.14
H -1.15 1.50 0.81
H 3.00 -1.18 0.96
H -1.17 -0.82 1.81
H -0.22 -3.02 1.36
H 1.30 -3.08 2.31
H 1.29 -3.22 0.56
```

Entry 8:
Density functional theory data (ωB97M-V/def2-TZVPD) for the molecule C3H6N4O.

Computed properties:
Spin multiplicity   3
Frontier orbital gap (alpha / beta)   5.665 / 7.284 eV
E_LUMO (alpha / beta)   0.9 / -1.8 eV
Relative energy (zero: lowest compared OMol25 entry of this formula, charge and spin)   0.2248 eV

```
14
C3H6N4O (ωB97M-V/def2-TZVPD)
C -0.39 -0.09 0.86
C 0.02 -1.11 0.01
C 0.83 -0.42 -0.97
N 0.67 0.91 -0.77
N 0.01 1.13 0.46
N -0.04 -2.48 0.05
N -0.74 2.31 0.74
O 1.51 -0.85 -1.88
H -1.13 -0.27 1.60
H 1.38 1.57 -1.13
H -0.82 -2.81 -0.48
H 0.82 -2.87 -0.35
H -0.52 2.54 1.66
H -1.61 2.44 0.20
```

Entry 9:
Density functional theory data (ωB97M-V/def2-TZVPD) for a structure of composition C49H53GeN2O3S2Sb2W.

Computed properties:
Frontier orbital gap (alpha / beta)   7.073 / 7.075 eV
Charge   +1
E_LUMO (alpha / beta)   -3.1 / -3.1 eV
Relative energy (zero: lowest compared OMol25 entry of this formula, charge and spin)   0.0000 eV

```
113
C49H53GeN2O3S2Sb2W (ωB97M-V/def2-TZVPD)
W 1.45 -0.74 -0.07
C 2.68 -4.48 2.20
C 2.07 -3.17 1.79
N 2.32 -2.61 0.64
N 3.28 -3.29 -0.11
C 3.89 -2.56 -0.97
S 3.46 -0.87 -1.26
S 5.31 -3.31 -1.67
C 5.45 -2.56 -3.31
C 4.50 -3.12 -4.34
C 3.77 -2.25 -5.15
C 2.92 -2.74 -6.13
C 2.78 -4.11 -6.31
C 3.51 -4.98 -5.51
C 4.36 -4.49 -4.53
C 1.23 -2.48 2.76
C 0.61 -3.19 3.81
C -0.08 -2.54 4.80
C -0.14 -1.14 4.80
C 0.47 -0.42 3.80
C 1.13 -1.08 2.77
O 1.67 -0.34 1.78
H 3.56 -4.71 1.63
H 1.95 -5.27 2.03
H 2.91 -4.46 3.26
H 6.48 -2.78 -3.59
H 5.36 -1.48 -3.24
H 3.90 -1.19 -5.02
H 2.36 -2.05 -6.75
H 2.12 -4.49 -7.08
H 3.42 -6.05 -5.66
H 4.91 -5.18 -3.91
H 0.68 -4.27 3.83
H -0.56 -3.11 5.59
H -0.66 -0.62 5.59
H 0.44 0.66 3.78
C 1.20 -4.12 -2.91
Sb 0.22 -2.76 -1.62
C -0.62 -4.06 -0.17
C -1.58 -2.22 -2.66
C -1.39 -1.60 -4.02
C -1.36 -2.45 -5.13
C -1.21 -1.95 -6.41
C -1.11 -0.58 -6.61
C -1.13 0.26 -5.52
C -1.26 -0.22 -4.21
C -1.16 0.76 -3.07
Sb 0.87 0.80 -2.36
C 1.24 2.86 -2.06
C 1.89 0.54 -4.19
H 0.54 -4.98 -3.06
H 2.12 -4.43 -2.43
H 1.43 -3.65 -3.87
H -1.47 -4.59 -0.61
H -0.95 -3.47 0.68
H 0.12 -4.79 0.14
H -2.11 -1.57 -1.97
H -2.14 -3.15 -2.75
H -1.46 -3.51 -4.98
H -1.19 -2.63 -7.26
H -1.02 -0.18 -7.61
H -1.06 1.34 -5.67
H -1.82 0.52 -2.24
H -1.39 1.77 -3.41
H 0.89 3.42 -2.93
H 2.32 3.01 -1.96
H 0.74 3.20 -1.16
H 1.60 1.33 -4.88
H 1.63 -0.42 -4.63
H 2.96 0.58 -4.01
O -0.69 -0.78 0.32
C -0.81 0.49 0.48
O 0.22 1.18 0.28
C -2.14 1.06 0.85
C -2.19 2.59 0.91
Ge -2.14 3.33 2.74
C -2.60 5.21 2.67
C -2.74 5.93 3.86
C -3.04 7.29 3.84
C -3.21 7.94 2.62
C -3.08 7.24 1.43
C -2.77 5.88 1.46
C -3.44 2.35 3.81
C -3.10 1.12 4.38
C -4.03 0.38 5.10
C -5.32 0.88 5.27
C -5.67 2.10 4.72
C -4.73 2.83 4.00
C -0.37 3.08 3.54
C -0.25 2.81 4.91
C 1.00 2.67 5.49
C 2.15 2.80 4.72
C 2.04 3.07 3.36
C 0.79 3.21 2.78
H -2.44 0.58 1.79
H -2.85 0.67 0.11
H -3.13 2.95 0.48
H -1.38 3.03 0.32
H -2.60 5.44 4.81
H -3.15 7.83 4.76
H -3.45 8.99 2.60
H -3.21 7.74 0.49
H -2.67 5.35 0.52
H -2.09 0.73 4.28
H -3.76 -0.57 5.54
H -6.05 0.32 5.84
H -6.67 2.50 4.86
H -5.02 3.79 3.58
H -1.14 2.70 5.52
H 1.08 2.46 6.55
H 3.13 2.69 5.17
H 2.93 3.17 2.76
H 0.72 3.42 1.72
```

Entry 10:
Density functional theory data (ωB97M-V/def2-TZVPD) for a structure of composition C24H31ClIN2O8PPtSe.

Computed properties:
Frontier orbital gap (alpha / beta)   3.824 / 3.959 eV
E_LUMO (alpha / beta)   -3.2 / -3.1 eV

```
70
C24H31ClIN2O8PPtSe (ωB97M-V/def2-TZVPD)
Pt -0.20 0.25 -1.20
Cl -3.02 6.56 -0.99
C -1.95 5.23 -1.20
C -0.59 5.49 -1.30
C 0.31 4.46 -1.39
I 2.36 4.89 -1.52
C -0.12 3.10 -1.37
O 0.73 2.11 -1.35
C -1.51 2.86 -1.36
N -1.91 1.56 -1.46
C -3.23 1.26 -1.43
C -4.19 2.23 -1.31
C -3.82 3.58 -1.23
C -2.46 3.91 -1.26
H -0.25 6.52 -1.28
H -3.48 0.21 -1.50
H -5.23 1.96 -1.30
H -4.56 4.36 -1.16
C -0.62 -1.47 -3.87
O 0.75 -1.29 -3.53
C 1.13 -0.66 -2.45
O 2.31 -0.61 -2.16
H -0.65 -2.34 -4.53
H -1.00 -0.60 -4.40
H -1.23 -1.65 -2.98
O 1.49 -0.48 0.66
H 0.91 -1.14 1.07
H 2.17 -0.95 0.16
C -1.91 1.99 2.13
C -1.64 0.50 2.36
C -2.82 -0.17 3.04
C -0.38 0.33 3.20
O -1.42 -0.04 1.05
P -1.75 -1.55 0.56
O -3.12 -2.03 0.78
O -1.26 -1.50 -0.89
O -0.61 -2.36 1.40
C -0.66 -3.80 1.44
C 0.76 -4.24 1.82
C -1.66 -4.24 2.50
C -1.05 -4.36 0.08
H -2.03 2.50 3.08
H -2.81 2.13 1.53
H -1.07 2.44 1.59
H -3.02 0.33 3.99
H -2.60 -1.22 3.22
H -3.71 -0.11 2.41
H -0.53 0.78 4.18
H 0.47 0.81 2.72
H -0.15 -0.73 3.33
H 1.09 -3.73 2.72
H 1.45 -4.02 1.01
H 0.77 -5.31 2.01
H -1.36 -3.89 3.49
H -1.73 -5.33 2.52
H -2.63 -3.83 2.26
H -0.37 -4.01 -0.68
H -2.05 -4.04 -0.17
H -1.03 -5.45 0.11
Se 3.30 1.65 -1.26
C 5.03 0.87 -1.23
C 5.61 0.32 -2.37
C 6.89 -0.19 -2.28
N 7.60 -0.19 -1.16
C 7.04 0.31 -0.07
C 5.77 0.85 -0.04
H 5.06 0.30 -3.30
H 7.38 -0.62 -3.14
H 7.65 0.27 0.82
H 5.35 1.25 0.86
```

Entry 11:
Density functional theory data (ωB97M-V/def2-TZVPD) for the ion C5H9N2O with charge +1.

Computed properties:
Frontier orbital gap   11.933 eV
Charge   +1
E_LUMO   -3.5 eV
Relative energy (zero: lowest compared OMol25 entry of this formula, charge and spin)   3.0545 eV

```
17
C5H9N2O (ωB97M-V/def2-TZVPD)
C 0.76 0.82 1.77
C -0.40 -0.06 1.37
C -0.60 -0.31 -1.09
C 0.35 0.81 -1.58
C 1.57 -0.14 -0.04
N 1.71 0.83 0.95
N 0.12 -0.76 0.16
O 1.59 0.19 -1.33
H 0.90 1.55 2.54
H -0.64 -0.81 2.06
H -1.18 0.66 0.87
H -1.68 0.06 -1.01
H -0.73 -1.23 -1.89
H 0.19 0.99 -2.57
H 0.37 1.68 -1.01
H 2.34 -0.96 0.26
H -0.03 -1.73 0.37
```

Entry 12:
Density functional theory data (ωB97M-V/def2-TZVPD) for the molecule CH2INO2S.

Computed properties:
Frontier orbital gap   9.075 eV
E_LUMO   -0.7 eV
Relative energy (zero: lowest compared OMol25 entry of this formula, charge and spin)   0.0000 eV

```
8
CH2INO2S (ωB97M-V/def2-TZVPD)
C -0.30 0.00 0.05
N -1.26 0.79 -0.15
O -1.34 1.96 0.63
O -1.30 3.81 -1.08
S -1.86 3.49 0.19
I -4.28 3.48 -0.14
H -0.38 -0.91 -0.52
H 0.50 0.11 0.77
```

Entry 13:
Density functional theory data (ωB97M-V/def2-TZVPD) for the ion C3H8N2OS with charge +1.

Computed properties:
Spin multiplicity   2
Frontier orbital gap (alpha / beta)   8.443 / 3.169 eV
Charge   +1
E_LUMO (alpha / beta)   -4.5 / -9.6 eV
Relative energy (zero: lowest compared OMol25 entry of this formula, charge and spin)   1.9503 eV

```
15
C3H8N2OS (ωB97M-V/def2-TZVPD)
C 0.50 -0.58 -0.17
C 1.61 0.46 -0.09
S 2.68 -0.34 1.16
N -0.67 0.02 -0.93
C -2.07 0.28 -0.59
N -2.80 -0.81 -0.38
O -2.52 1.47 -0.32
H 0.21 -0.79 0.91
H 0.82 -1.47 -0.62
H 2.08 0.57 -1.05
H 1.01 1.27 0.33
H 3.85 0.04 0.63
H -0.46 0.84 -1.58
H -3.76 -0.64 -0.25
H -2.35 -1.64 -0.12
```